Entry from OMol25: a structure of composition C26H25Cl5FN7O7Os (ωB97M-V/def2-TZVPD).

Calculated values
charge = +2
<S²> = 6.035
total energy = -4406.6484 hartree
orbital gap (alpha / beta) = 0.2767 / 0.2270 Eh
multiplicity = 5

Cartesian coordinates (Å):
Os (0.4369, -0.1021, -0.1867)
Cl (0.3711, 0.2135, 3.2016)
C (1.9091, -0.0585, 2.4805)
C (1.9890, -0.1910, 1.0926)
C (3.2524, -0.3249, 0.5091)
Cl (3.3157, -0.4077, -1.2210)
C (4.4046, -0.4035, 1.2640)
Cl (5.9293, -0.5971, 0.5122)
C (4.2961, -0.3224, 2.6587)
Cl (5.7001, -0.4277, 3.6177)
C (3.0492, -0.1375, 3.2679)
Cl (2.9330, -0.0037, 4.9704)
C (1.0742, 6.2727, -4.6210)
C (-0.2385, 5.7194, -4.0925)
N (-0.0346, 4.7233, -3.0197)
C (-0.1114, 3.4304, -3.3259)
C (0.1140, 2.3947, -2.4447)
C (-0.0991, 1.0164, -3.0169)
O (-0.3568, 0.8981, -4.1885)
O (-0.0084, -0.0102, -2.2010)
C (0.4920, 2.7152, -1.1386)
O (0.8114, 1.8678, -0.2229)
C (0.5524, 4.1073, -0.7782)
C (0.8490, 4.4884, 0.5381)
C (0.8577, 5.8012, 0.8869)
F (1.0977, 6.1186, 2.1711)
C (0.5991, 6.8348, -0.0405)
C (0.3273, 6.4533, -1.3431)
C (0.2794, 5.1046, -1.7202)
N (0.6318, 8.1947, 0.3095)
C (1.1698, 8.6456, 1.5960)
C (1.2839, 10.1739, 1.5713)
N (1.5164, 10.6117, 0.1522)
C (0.2804, 10.3790, -0.6876)
C (-0.3950, 9.1006, -0.1891)
H (0.8744, 7.0118, -5.3961)
H (1.6754, 5.4770, -5.0603)
H (1.6630, 6.7463, -3.8345)
H (-0.7864, 5.2106, -4.8817)
H (-0.8956, 6.4998, -3.7130)
H (-0.3748, 3.1771, -4.3454)
H (1.0388, 3.7356, 1.2911)
H (0.1801, 7.2165, -2.0913)
H (2.1548, 8.2071, 1.7436)
H (0.5480, 8.3686, 2.4497)
H (2.1113, 10.5183, 2.1862)
H (0.3761, 10.6749, 1.8994)
H (2.2850, 10.0615, -0.2354)
H (1.7966, 11.5923, 0.1103)
H (0.6097, 10.3036, -1.7215)
H (-0.3620, 11.2505, -0.5783)
H (-0.9587, 8.6559, -1.0019)
H (-1.1183, 9.3303, 0.6003)
O (-3.4338, 0.4688, 0.7701)
N (-2.2960, 0.2931, 0.4681)
O (-1.5850, -0.6428, 0.9585)
O (-1.6827, 1.0171, -0.3818)
C (-1.8869, -5.0056, -1.1274)
N (-0.8831, -4.0715, -0.6413)
C (0.1300, -4.4127, 0.3371)
C (0.8867, -3.1103, 0.4869)
O (1.8401, -2.9330, 1.1811)
N (0.2407, -2.1462, -0.3319)
C (-0.7829, -2.7938, -0.9798)
N (-1.5831, -2.2082, -1.8506)
H (-1.5022, -6.0151, -1.0100)
H (-2.0755, -4.8492, -2.1890)
H (-2.8186, -4.9114, -0.5692)
H (0.7946, -5.1980, -0.0244)
H (-0.2941, -4.7147, 1.2958)
H (-1.2911, -1.3290, -2.2698)
H (-2.3165, -2.7330, -2.2946)

---

Entry from OMol25: a structure of composition C26H25ClFIN4O5Pd (ωB97M-V/def2-TZVPD).

Calculated values
total energy = -2586.5247 hartree
ΔE to the lowest compared entry with this formula, charge and spin = 0.0961 eV
orbital gap = 0.1555 Eh
multiplicity = 1

Cartesian coordinates (Å):
Pd (3.0358, -1.7198, 0.0544)
Cl (7.8937, -6.6389, -0.6079)
C (6.9726, -5.1563, -0.6900)
C (7.6074, -3.9826, -0.9950)
C (6.8993, -2.7790, -1.0760)
I (7.8820, -1.0156, -1.5834)
C (5.5244, -2.7054, -0.8424)
O (4.8321, -1.6343, -0.9451)
C (4.8834, -3.9514, -0.4959)
N (3.5438, -3.8780, -0.2653)
C (2.8653, -4.9754, -0.0409)
C (3.4774, -6.2395, 0.0145)
C (4.8269, -6.3383, -0.1681)
C (5.5830, -5.1779, -0.4449)
H (8.6730, -3.9875, -1.1794)
H (1.8013, -4.8690, 0.1101)
H (2.8739, -7.1160, 0.2057)
H (5.3292, -7.2948, -0.1155)
C (-0.4659, 4.9214, 1.7086)
C (-0.2823, 4.5964, 0.2312)
N (0.0905, 3.2090, -0.0039)
C (1.4217, 2.8651, 0.0733)
C (1.9303, 1.6502, -0.2052)
C (3.3985, 1.4219, 0.1876)
O (4.1364, 2.4008, 0.0947)
O (3.6558, 0.2979, 0.7027)
C (1.0522, 0.6394, -0.7501)
O (1.4191, -0.4037, -1.2745)
C (-0.3935, 0.9531, -0.6403)
C (-1.3216, -0.0402, -0.9194)
C (-2.6609, 0.2044, -0.7804)
F (-3.5495, -0.7735, -1.1043)
C (-3.1312, 1.4327, -0.3213)
C (-2.2121, 2.4361, -0.0640)
C (-0.8393, 2.2273, -0.2484)
N (-4.5102, 1.7040, -0.0520)
C (-5.3949, 0.6037, 0.3040)
C (-6.6942, 1.2189, 0.8655)
N (-6.3970, 2.6459, 1.2121)
C (-6.1785, 3.4495, -0.0370)
C (-5.1863, 2.6589, -0.9147)
H (-0.7626, 5.9639, 1.8341)
H (0.4662, 4.7641, 2.2505)
H (-1.2271, 4.2847, 2.1629)
H (0.5045, 5.2195, -0.1931)
H (-1.1904, 4.8120, -0.3329)
H (2.0971, 3.6498, 0.3932)
H (-0.9670, -1.0053, -1.2574)
H (-2.5752, 3.3738, 0.3373)
H (-4.8986, -0.0022, 1.0606)
H (-5.6477, -0.0482, -0.5349)
H (-7.0378, 0.7029, 1.7586)
H (-7.4987, 1.2307, 0.1331)
H (-5.4963, 2.6399, 1.7029)
H (-7.1150, 3.0586, 1.8035)
H (-5.7770, 4.4139, 0.2682)
H (-7.1436, 3.5973, -0.5168)
H (-4.4576, 3.3402, -1.3445)
H (-5.7104, 2.1640, -1.7423)
C (0.3914, -2.6219, 0.6255)
O (1.4722, -1.9647, 1.1915)
H (-0.5526, -2.1236, 0.9041)
H (0.3044, -3.6640, 0.9729)
H (0.4299, -2.6449, -0.4761)

---

Entry from OMol25: a structure of composition C26H25ClN2O5W (ωB97M-V/def2-TZVPD).

Calculated values
charge = +2
total energy = -2018.2123 hartree
ΔE to the lowest compared entry with this formula, charge and spin = 1.6221 eV
orbital gap = 0.2352 Eh
multiplicity = 1

Cartesian coordinates (Å):
W (0.1843, 0.1337, -0.9595)
O (-0.8322, -1.5120, -2.7579)
C (-0.8113, -1.2763, -4.1801)
C (0.1587, -0.1450, -4.4237)
N (-0.0325, 0.9268, -3.4194)
C (-1.4256, 1.4435, -3.4463)
C (-2.2818, 0.6140, -2.4842)
O (-3.3303, 0.1252, -2.7440)
O (-1.6352, 0.4721, -1.3130)
C (0.9184, 2.0249, -3.6468)
C (1.2352, 2.6548, -2.2950)
O (1.5384, 3.7701, -2.0708)
O (1.1300, 1.6860, -1.3397)
H (-1.4559, -2.2334, -2.6083)
H (-1.8150, -1.0353, -4.5348)
H (-0.4656, -2.1721, -4.6972)
H (0.0232, 0.2290, -5.4423)
H (1.1791, -0.5182, -4.3177)
H (-1.8587, 1.4248, -4.4466)
H (-1.4402, 2.4753, -3.0868)
H (0.5506, 2.7750, -4.3464)
H (1.8624, 1.6374, -4.0364)
Cl (1.4920, -3.6207, -2.9580)
C (0.5753, -3.4021, -1.5095)
C (-0.4110, -4.3154, -1.2052)
C (-1.1866, -4.1680, -0.0564)
C (-0.9283, -3.1281, 0.8098)
C (0.0632, -2.1883, 0.5113)
C (0.8316, -2.2827, -0.6830)
C (1.8600, -1.2308, -0.9809)
H (-0.5551, -5.1742, -1.8476)
H (-1.9519, -4.8967, 0.1713)
H (-1.4614, -3.0604, 1.7483)
H (0.4446, -1.5819, 1.3191)
H (2.4900, -1.5558, -1.8063)
H (2.5101, -1.1074, -0.1057)
N (0.0446, 0.6260, 0.7895)
C (0.1155, 0.9516, 2.0626)
C (-1.1040, 1.1748, 2.8036)
C (-2.3169, 0.7278, 2.2387)
C (-3.4988, 0.8738, 2.9275)
C (-3.4954, 1.4731, 4.1862)
C (-2.3136, 1.9626, 4.7316)
C (-1.1231, 1.8261, 4.0472)
C (1.4409, 0.9964, 2.6935)
C (2.5438, 1.4036, 1.9205)
C (3.7996, 1.4819, 2.4860)
C (3.9823, 1.1250, 3.8187)
C (2.9112, 0.6596, 4.5693)
C (1.6445, 0.5935, 4.0199)
H (-2.2908, 0.2552, 1.2638)
H (-4.4315, 0.5344, 2.4991)
H (-4.4209, 1.5587, 4.7393)
H (-2.3259, 2.4623, 5.6900)
H (-0.2157, 2.2527, 4.4512)
H (2.3877, 1.7110, 0.8984)
H (4.6403, 1.8195, 1.8959)
H (4.9642, 1.2040, 4.2649)
H (3.0695, 0.3429, 5.5908)
H (0.8241, 0.1958, 4.6018)

---

Entry from OMol25: a structure of composition C26H25MgN2P (ωB97M-V/def2-TZVPD).

Calculated values
charge = -2
total energy = -1656.4989 hartree
ΔE to the lowest compared entry with this formula, charge and spin = 2.1018 eV
orbital gap = 0.1056 Eh
multiplicity = 1

Cartesian coordinates (Å):
C (1.1871, -4.5885, -0.5619)
C (1.3911, -4.2064, 0.7977)
C (2.0750, -2.9565, 0.8067)
C (2.2889, -2.5539, -0.5524)
C (1.7378, -3.5704, -1.3996)
Mg (0.0901, -2.5895, -0.2248)
C (-1.7303, -3.7064, 0.7487)
C (-1.9609, -3.9969, -0.6767)
C (-2.6145, -5.1958, -1.0981)
N (-1.4695, -3.0829, -1.5386)
H (2.4320, -2.4398, 1.6970)
H (1.1230, -4.7815, 1.6858)
H (2.8157, -1.6575, -0.8814)
H (1.8092, -3.6014, -2.4874)
H (0.7584, -5.5309, -0.8991)
H (-1.5716, -4.5289, 1.4334)
H (-1.6523, -3.2252, -2.5359)
H (-2.2022, -2.7960, 1.1515)
H (-2.9513, -5.8538, -0.3264)
H (-2.7142, -5.3575, -2.1497)
N (-0.3503, -0.7748, -0.0097)
P (-0.5112, 0.7704, 0.0943)
C (0.4199, 1.0605, 1.6739)
C (0.2423, 2.1594, 2.5509)
C (1.2258, 2.4795, 3.4665)
C (2.1369, 1.4510, 3.8140)
C (2.1451, 0.2010, 3.1499)
C (1.2878, 0.0347, 2.0657)
C (0.1237, 1.2981, -1.5538)
C (0.8752, 0.3642, -2.2957)
C (1.5427, 0.7753, -3.4463)
C (1.3722, 2.1151, -3.8915)
C (0.5512, 3.0386, -3.2063)
C (-0.1209, 2.6006, -2.0846)
C (-1.3453, 2.4314, 0.3594)
C (-0.4961, 3.5871, 0.5682)
C (-1.0320, 4.8221, 0.9226)
C (-2.4432, 4.9593, 0.8386)
C (-3.2788, 3.8853, 0.4523)
C (-2.7403, 2.6078, 0.2048)
H (-0.6815, 2.7601, 2.5695)
H (1.2396, 3.4816, 3.9173)
H (2.7694, 1.5969, 4.6903)
H (2.7971, -0.6077, 3.4110)
H (1.2371, -0.9040, 1.5184)
H (0.8941, -0.6941, -1.9954)
H (2.2313, 0.0832, -3.9320)
H (1.8378, 2.4326, -4.8319)
H (0.4064, 4.0615, -3.5021)
H (-0.8208, 3.2865, -1.6277)
H (0.6053, 3.5145, 0.4754)
H (-0.3990, 5.6333, 1.3367)
H (-2.8683, 5.9486, 1.0296)
H (-4.3499, 4.0122, 0.3849)
H (-3.3445, 1.7477, -0.1065)

---

Entry from OMol25: a structure of composition C26H25N4O10P2V (ωB97M-V/def2-TZVPD).

Calculated values
charge = -2
<S²> = 2.013
total energy = -3604.3616 hartree
ΔE to the lowest compared entry with this formula, charge and spin = 0.0422 eV
orbital gap (alpha / beta) = 0.1746 / 0.1761 Eh
multiplicity = 3

Cartesian coordinates (Å):
V (0.5074, -0.5672, 0.0149)
O (3.4740, 0.8373, 1.9265)
P (2.9339, -0.6756, 2.0519)
O (3.3855, -1.2745, 3.3124)
O (1.4440, -0.6118, 1.7244)
O (3.6528, -1.4470, 0.7965)
P (3.5842, -0.8959, -0.7333)
O (4.8041, 0.1778, -0.8006)
O (3.8230, -2.0000, -1.6752)
O (2.3617, 0.0109, -0.7662)
H (3.0825, 1.2313, 1.1312)
H (5.6392, -0.3006, -0.7745)
C (-0.5072, 6.2371, 0.5685)
O (-0.6665, 5.9383, -0.8027)
C (-0.5275, 4.6276, -1.1654)
C (-0.7127, 4.3710, -2.5430)
C (-0.6007, 3.0856, -2.9859)
C (-0.3070, 1.9933, -2.1360)
C (-0.2291, 0.6522, -2.6502)
C (-0.3955, 0.3357, -4.1216)
O (-0.0243, -0.3554, -1.9570)
C (-0.1016, 2.2627, -0.7352)
O (0.1943, 1.3955, 0.1376)
C (-0.2340, 3.6198, -0.2933)
H (-0.6614, 7.3097, 0.6662)
H (0.4959, 5.9789, 0.9180)
H (-1.2409, 5.7049, 1.1791)
H (-0.9427, 5.1904, -3.2099)
H (-0.7522, 2.9100, -4.0410)
H (-0.5970, 1.1800, -4.7710)
H (-1.2035, -0.3910, -4.2104)
H (0.5215, -0.1584, -4.4445)
H (-0.0853, 3.7786, 0.7642)
C (-1.3764, -1.0677, 0.6206)
C (-2.5001, -1.3980, 1.0045)
C (-3.7603, -1.7990, 1.5208)
C (-4.4207, -2.9010, 0.8768)
C (-4.0883, -3.2586, -0.4610)
C (-4.6135, -4.3714, -1.0829)
C (-5.5078, -5.2220, -0.4282)
C (-5.8453, -4.9060, 0.8839)
C (-5.3277, -3.7885, 1.5198)
C (-4.2348, -1.1383, 2.7240)
C (-3.3403, -0.4057, 3.5384)
C (-3.7619, 0.2530, 4.6772)
C (-5.0982, 0.2335, 5.0720)
C (-6.0028, -0.4529, 4.2720)
C (-5.5882, -1.1168, 3.1280)
H (-3.3784, -2.6330, -0.9886)
H (-4.3180, -4.5855, -2.1055)
H (-5.9216, -6.0926, -0.9224)
H (-6.5206, -5.5530, 1.4368)
H (-5.5869, -3.6229, 2.5561)
H (-2.2979, -0.3674, 3.2467)
H (-3.0309, 0.7911, 5.2713)
H (-5.4237, 0.7493, 5.9678)
H (-7.0572, -0.4611, 4.5317)
H (-6.3352, -1.5929, 2.5078)
N (-1.5412, -4.2204, 1.0957)
C (-0.7431, -5.1787, 0.6673)
N (-1.1310, -6.4801, 0.8521)
N (0.4297, -4.9916, 0.0761)
C (0.7036, -3.7280, -0.1514)
N (0.8905, -2.6101, -0.3690)
H (-2.4513, -4.4208, 1.4786)
H (-1.3249, -3.2164, 0.9891)
H (-2.1187, -6.6495, 0.9457)
H (-0.6255, -7.1335, 0.2791)

---

Entry from OMol25: an isolated molecule of C26H25N5O4S (ωB97M-V/def2-TZVPD).

Calculated values
total energy = -1978.7152 hartree
orbital gap = 0.3288 Eh
multiplicity = 1

Cartesian coordinates (Å):
C (-3.1190, -4.4634, -0.5536)
C (-2.6489, -3.7557, -1.5624)
C (-1.8976, -2.4584, -1.4494)
N (-1.6879, -2.0400, -0.0928)
C (-2.5325, -1.3290, 0.7178)
C (-3.8656, -0.8291, 0.2788)
O (-3.7565, 0.2474, -0.6371)
C (-3.5781, 1.4838, -0.0269)
C (-4.6881, 2.1639, 0.4544)
C (-4.5410, 3.3988, 1.0583)
C (-3.2786, 3.9505, 1.1991)
C (-2.1715, 3.2694, 0.7312)
C (-2.3009, 2.0320, 0.1075)
C (-1.1089, 1.3228, -0.3822)
C (-1.0438, 0.8529, -1.6899)
C (0.0895, 0.1995, -2.1401)
C (1.1644, -0.0010, -1.2902)
C (1.0997, 0.4596, 0.0146)
C (-0.0249, 1.1219, 0.4665)
N (-1.9999, -1.1821, 1.8973)
N (-0.8093, -1.7992, 1.9069)
C (-0.6298, -2.3116, 0.7192)
S (0.7116, -3.2897, 0.2091)
C (1.7722, -3.1337, 1.6843)
C (2.8482, -2.0757, 1.5258)
O (3.1147, -1.3030, 2.4198)
N (3.4821, -2.0988, 0.3224)
C (4.3212, -1.1050, -0.2511)
O (4.6038, -1.1937, -1.4226)
N (4.7325, -0.1525, 0.5973)
C (5.3062, 1.0849, 0.0949)
C (4.2312, 2.0891, -0.1744)
C (3.5413, 2.3900, -1.3117)
C (2.5704, 3.3526, -0.9428)
C (2.7397, 3.5589, 0.3902)
O (3.7393, 2.7998, 0.8655)
H (-3.6485, -5.3860, -0.7121)
H (-2.9966, -4.1606, 0.4739)
H (-2.7858, -4.0847, -2.5830)
H (-0.9174, -2.5626, -1.9284)
H (-2.4475, -1.6658, -1.9682)
H (-4.4016, -1.6241, -0.2505)
H (-4.4310, -0.5331, 1.1695)
H (-5.6645, 1.7151, 0.3437)
H (-5.4100, 3.9261, 1.4219)
H (-3.1582, 4.9119, 1.6755)
H (-1.1845, 3.6966, 0.8341)
H (-1.8816, 1.0166, -2.3521)
H (0.1382, -0.1515, -3.1612)
H (2.0487, -0.5038, -1.6517)
H (1.9254, 0.3099, 0.6921)
H (-0.0783, 1.4618, 1.4897)
H (1.1244, -2.8743, 2.5219)
H (2.2337, -4.1096, 1.8434)
H (3.1837, -2.7894, -0.3576)
H (4.3402, -0.1557, 1.5354)
H (6.0059, 1.4659, 0.8416)
H (5.8307, 0.8528, -0.8338)
H (3.7064, 1.9758, -2.2845)
H (1.8473, 3.8156, -1.5819)
H (2.2360, 4.1969, 1.0888)

---

Question: The highest total energy belongs to which entry?
Answer: C26H25MgN2P

---

Copy entry 1 word for word.
Entry from OMol25: a structure of composition C26H25Cl5FN7O7Os (ωB97M-V/def2-TZVPD).

Calculated values
charge = +2
<S²> = 6.035
total energy = -4406.6484 hartree
orbital gap (alpha / beta) = 0.2767 / 0.2270 Eh
multiplicity = 5

Cartesian coordinates (Å):
Os (0.4369, -0.1021, -0.1867)
Cl (0.3711, 0.2135, 3.2016)
C (1.9091, -0.0585, 2.4805)
C (1.9890, -0.1910, 1.0926)
C (3.2524, -0.3249, 0.5091)
Cl (3.3157, -0.4077, -1.2210)
C (4.4046, -0.4035, 1.2640)
Cl (5.9293, -0.5971, 0.5122)
C (4.2961, -0.3224, 2.6587)
Cl (5.7001, -0.4277, 3.6177)
C (3.0492, -0.1375, 3.2679)
Cl (2.9330, -0.0037, 4.9704)
C (1.0742, 6.2727, -4.6210)
C (-0.2385, 5.7194, -4.0925)
N (-0.0346, 4.7233, -3.0197)
C (-0.1114, 3.4304, -3.3259)
C (0.1140, 2.3947, -2.4447)
C (-0.0991, 1.0164, -3.0169)
O (-0.3568, 0.8981, -4.1885)
O (-0.0084, -0.0102, -2.2010)
C (0.4920, 2.7152, -1.1386)
O (0.8114, 1.8678, -0.2229)
C (0.5524, 4.1073, -0.7782)
C (0.8490, 4.4884, 0.5381)
C (0.8577, 5.8012, 0.8869)
F (1.0977, 6.1186, 2.1711)
C (0.5991, 6.8348, -0.0405)
C (0.3273, 6.4533, -1.3431)
C (0.2794, 5.1046, -1.7202)
N (0.6318, 8.1947, 0.3095)
C (1.1698, 8.6456, 1.5960)
C (1.2839, 10.1739, 1.5713)
N (1.5164, 10.6117, 0.1522)
C (0.2804, 10.3790, -0.6876)
C (-0.3950, 9.1006, -0.1891)
H (0.8744, 7.0118, -5.3961)
H (1.6754, 5.4770, -5.0603)
H (1.6630, 6.7463, -3.8345)
H (-0.7864, 5.2106, -4.8817)
H (-0.8956, 6.4998, -3.7130)
H (-0.3748, 3.1771, -4.3454)
H (1.0388, 3.7356, 1.2911)
H (0.1801, 7.2165, -2.0913)
H (2.1548, 8.2071, 1.7436)
H (0.5480, 8.3686, 2.4497)
H (2.1113, 10.5183, 2.1862)
H (0.3761, 10.6749, 1.8994)
H (2.2850, 10.0615, -0.2354)
H (1.7966, 11.5923, 0.1103)
H (0.6097, 10.3036, -1.7215)
H (-0.3620, 11.2505, -0.5783)
H (-0.9587, 8.6559, -1.0019)
H (-1.1183, 9.3303, 0.6003)
O (-3.4338, 0.4688, 0.7701)
N (-2.2960, 0.2931, 0.4681)
O (-1.5850, -0.6428, 0.9585)
O (-1.6827, 1.0171, -0.3818)
C (-1.8869, -5.0056, -1.1274)
N (-0.8831, -4.0715, -0.6413)
C (0.1300, -4.4127, 0.3371)
C (0.8867, -3.1103, 0.4869)
O (1.8401, -2.9330, 1.1811)
N (0.2407, -2.1462, -0.3319)
C (-0.7829, -2.7938, -0.9798)
N (-1.5831, -2.2082, -1.8506)
H (-1.5022, -6.0151, -1.0100)
H (-2.0755, -4.8492, -2.1890)
H (-2.8186, -4.9114, -0.5692)
H (0.7946, -5.1980, -0.0244)
H (-0.2941, -4.7147, 1.2958)
H (-1.2911, -1.3290, -2.2698)
H (-2.3165, -2.7330, -2.2946)

---

Question: Which value of multiplicity does entry 5 give?
Answer: 3